No. 1
A single C24H34N4O4 molecule, computed with ωB97M-V/def2-TZVPD.

Computed properties:
Spin multiplicity = 1
SMILES = CN(C)CCCN(Cc1cc2cc3c(cc2[nH]c1=O)OCCO3)C(=O)NC1CCCCC1
Relative energy (zero: lowest compared OMol25 entry of this formula, charge and spin) = 0.0 kJ/mol
Frontier orbital gap = 8.0 eV

```
66
Properties=species:S:1:pos:R:3:forces:R:3
C -4.9400 0.1671 1.0468 -0.104 0.052 -0.087
N -5.6146 1.1054 0.1798 -0.145 -0.047 0.048
C -6.4558 2.0223 0.9136 0.040 -0.120 -0.062
C -4.7452 1.7474 -0.7840 0.109 0.032 -0.001
C -3.6893 2.7267 -0.2191 0.073 -0.120 -0.182
C -2.2899 2.4463 -0.7759 -0.290 0.236 -0.115
N -1.7403 1.2069 -0.2695 -0.039 0.155 -0.025
C -1.2064 1.1880 1.0734 -0.001 -0.223 0.091
C 0.2700 0.8679 1.0990 0.119 0.293 -0.119
C 1.1673 1.4973 0.3070 -0.348 -0.269 0.380
C 2.5554 1.1728 0.3355 0.392 -0.268 0.203
C 3.5050 1.8131 -0.4647 0.301 -0.221 0.143
C 4.8382 1.4676 -0.3970 -0.084 0.035 0.088
C 5.2499 0.4347 0.4698 -0.216 -0.003 -0.037
C 4.3243 -0.1918 1.2852 0.116 0.122 -0.125
C 2.9831 0.1720 1.2312 0.266 0.457 -0.544
N 2.0479 -0.4464 2.0170 -0.040 -0.256 0.312
C 0.6956 -0.2025 1.9944 0.352 0.048 -0.031
O -0.0613 -0.8818 2.6738 -0.277 -0.133 0.137
O 6.5471 0.0194 0.5336 -0.331 -0.006 0.288
C 7.3490 0.4829 -0.5333 0.148 0.413 -0.442
C 7.0761 1.9625 -0.7911 0.386 -0.308 0.230
O 5.7330 2.1475 -1.1804 -0.287 -0.053 -0.136
C -1.7359 0.1013 -1.0864 0.055 0.132 0.244
O -2.0806 0.1654 -2.2556 -0.095 -0.071 -0.504
N -1.3377 -1.0612 -0.5105 0.039 -0.250 0.244
C -1.2057 -2.2732 -1.2921 -0.128 -0.217 -0.544
C -1.4445 -3.5011 -0.4142 0.023 0.190 0.123
C -0.3158 -3.7176 0.5932 0.003 -0.226 -0.169
C 1.0342 -3.7952 -0.1141 0.021 0.246 0.194
C 1.2815 -2.5369 -0.9410 -0.004 -0.280 -0.222
C 0.1703 -2.3514 -1.9681 -0.050 0.211 0.174
H -4.3044 0.6447 1.8094 0.062 0.011 0.041
H -5.6899 -0.4328 1.5639 0.047 -0.052 0.081
H -4.3213 -0.4935 0.4419 0.082 -0.099 0.018
H -7.2012 1.4497 1.4661 -0.054 0.059 0.067
H -6.9710 2.6733 0.2092 -0.075 0.080 0.004
H -5.9063 2.6507 1.6325 0.014 0.032 0.031
H -4.2370 0.9534 -1.3338 -0.021 0.044 -0.075
H -5.3893 2.2742 -1.4932 0.079 -0.020 -0.059
H -3.9608 3.7566 -0.4561 -0.009 0.068 0.083
H -3.6564 2.6397 0.8691 -0.006 0.083 0.086
H -2.3373 2.3536 -1.8630 0.077 0.101 0.115
H -1.6144 3.2709 -0.5196 0.010 -0.058 -0.050
H -1.7310 0.4657 1.7124 0.063 0.183 -0.036
H -1.3622 2.1808 1.5049 -0.080 -0.125 -0.007
H 0.8375 2.2637 -0.3794 -0.110 0.099 -0.117
H 3.2056 2.5928 -1.1461 -0.038 0.137 -0.103
H 4.6637 -0.9711 1.9488 0.062 -0.133 0.089
H 2.3516 -1.1897 2.6354 -0.174 0.092 -0.082
H 8.3846 0.3135 -0.2364 -0.075 0.036 -0.073
H 7.1259 -0.0916 -1.4422 0.050 0.032 0.105
H 7.6899 2.3431 -1.6082 0.003 -0.050 0.102
H 7.2833 2.5344 0.1240 -0.005 -0.028 -0.108
H -1.0825 -1.1113 0.4585 -0.061 0.092 0.189
H -1.9707 -2.2167 -2.0763 0.129 -0.053 0.184
H -2.3957 -3.3933 0.1111 -0.074 -0.038 -0.063
H -1.5171 -4.3755 -1.0642 -0.031 -0.030 -0.037
H -0.3006 -2.9088 1.3261 0.011 0.003 0.110
H -0.4984 -4.6443 1.1418 -0.025 0.051 0.090
H 1.8320 -3.9230 0.6213 0.036 -0.091 -0.010
H 1.0471 -4.6655 -0.7750 0.053 -0.087 -0.023
H 1.3154 -1.6649 -0.2855 0.059 0.084 0.042
H 2.2468 -2.6057 -1.4481 0.030 0.089 0.035
H 0.3296 -1.4363 -2.5406 -0.044 -0.017 -0.096
H 0.1700 -3.1920 -2.6646 0.011 -0.048 -0.090
```
Positions in Å, forces in eV/Å.

No. 2
C44H47FeN12O3 as an isolated structure in a non-equilibrium geometry, computed with ωB97M-V/def2-TZVPD.

Computed properties:
Spin multiplicity = 6
Frontier orbital gap (spin up / spin down) = 7.2 / 7.0 eV
<S²> = 8.80

```
107
Properties=species:S:1:pos:R:3:forces:R:3
Fe 11.4259 11.0590 13.8470 0.352 0.371 0.301
C 8.6358 9.2443 18.2989 0.767 -0.145 -1.419
C 9.6622 8.3191 18.8050 -0.091 -1.243 2.006
C 9.3090 7.3179 19.7261 0.183 -0.497 -0.286
C 10.2331 6.5251 20.4146 -0.300 -0.851 1.418
C 11.6227 6.7450 20.2769 -0.257 0.182 -1.248
C 11.9627 7.7048 19.2887 0.604 -0.615 1.122
C 11.0206 8.4998 18.6442 0.801 0.882 -0.874
N 11.4858 9.6271 17.8516 0.159 -0.211 0.378
C 11.1790 9.8805 16.5476 -0.412 -0.641 -0.711
N 10.6675 8.8111 15.8675 0.459 -0.207 1.006
C 9.8839 8.7191 14.6816 0.022 -1.265 0.619
C 10.1038 9.5579 13.6181 -0.512 0.421 -0.593
C 9.3365 9.3131 12.4711 0.221 -0.259 0.452
C 8.4130 8.2835 12.3916 0.117 0.112 0.595
C 8.2595 7.4246 13.4797 1.088 0.385 0.114
C 9.0502 7.5764 14.6245 -0.662 0.094 -0.129
C 9.0061 6.4761 15.6808 0.132 0.060 -0.010
N 11.3534 11.0268 15.9441 0.078 0.158 -0.193
C 11.7120 12.1570 16.7162 0.299 0.340 1.110
C 12.9847 12.2438 17.3042 0.148 -0.593 -1.338
C 13.3339 13.3202 18.0806 -0.388 -0.004 0.447
C 12.3818 14.2663 18.3871 0.562 1.124 0.850
C 11.1409 14.2187 17.7941 0.189 -0.672 -0.163
C 10.7692 13.1776 16.9482 0.740 -0.797 -0.703
C 9.4558 13.1221 16.2379 -0.639 0.517 1.105
H 7.7729 9.2421 18.9277 -0.454 0.413 0.409
H 8.3374 8.9625 17.2867 -0.203 -0.023 -0.067
H 9.1700 10.1783 18.1732 -0.628 0.716 0.255
H 8.2504 7.1383 19.9020 0.135 0.049 0.037
H 9.7835 5.7524 21.1449 1.063 1.290 -1.222
H 12.4576 6.1781 20.7851 -1.399 0.646 -0.540
H 13.0204 7.8594 19.0819 -0.198 0.189 -0.049
H 12.1189 10.2886 18.2878 -0.149 -0.215 -0.044
H 10.7244 7.9551 16.4081 -0.141 0.162 -0.164
H 9.5886 9.9274 11.6347 -0.367 0.271 -0.749
H 7.8205 8.1139 11.5169 -0.160 -0.009 -0.478
H 7.6420 6.5557 13.3810 -0.409 -0.299 0.067
H 8.3806 5.6658 15.3106 -0.051 -0.001 -0.007
H 8.6324 6.7205 16.6890 0.093 0.323 -0.415
H 9.9983 6.0338 15.8257 0.043 0.043 -0.002
H 13.7332 11.4969 17.0096 -0.239 0.165 0.285
H 14.3076 13.4337 18.4909 0.730 -0.169 0.197
H 12.6543 15.0921 19.0950 -0.410 -0.791 -0.856
H 10.4710 14.9998 18.0198 -0.989 0.753 0.110
H 8.9022 13.9905 16.5833 -0.582 -0.102 0.208
H 8.8926 12.1984 16.3884 0.035 0.092 0.338
H 9.4860 13.2430 15.1855 0.626 0.000 -1.114
N 13.3363 7.8656 14.1487 0.211 0.829 0.059
N 14.6335 8.3136 13.8388 0.079 -0.936 -0.076
C 15.6184 8.5154 14.7115 -0.837 1.993 1.042
N 16.7762 8.9709 14.1597 0.494 -0.641 0.464
N 15.2564 8.5291 15.9896 0.380 -0.178 0.110
N 16.2123 9.0247 16.8842 0.251 -1.447 -1.254
O 17.3053 8.4707 16.9328 0.096 0.221 -0.073
O 15.8705 9.9255 17.5927 -0.429 0.742 0.689
H 12.7947 8.6743 14.4881 0.238 -0.333 -0.208
H 13.4389 7.2525 14.9459 -0.026 -0.201 0.091
H 14.8637 8.5239 12.8949 -0.400 -0.269 -0.729
H 16.7560 9.5997 13.3915 -0.370 0.314 -0.673
H 17.5854 9.0686 14.7336 0.193 -0.072 0.514
N 10.4258 14.8876 11.9199 -1.554 -0.061 2.429
C 11.2044 13.8389 12.4065 -0.613 1.374 -2.380
N 12.3131 13.6439 11.7233 1.162 -0.409 -0.461
O 10.7819 13.1059 13.2840 -0.360 -0.926 1.504
H 10.7304 15.5950 11.3068 1.050 0.371 -0.804
H 9.8357 15.3282 12.6412 0.284 -0.767 -0.568
H 12.5685 14.3028 11.0085 0.164 -0.162 0.067
H 12.8745 12.8010 11.8825 -0.160 0.324 0.012
N 12.6453 15.3471 14.6162 -0.674 2.407 1.423
C 13.7485 15.5423 15.4614 -1.172 -0.187 -0.316
C 13.7029 16.4633 16.5190 -0.440 1.367 0.112
C 14.8006 16.5827 17.3255 0.590 -0.227 0.360
C 15.8804 15.7054 17.0902 1.126 1.027 1.220
C 15.8111 14.8233 16.0452 -0.346 0.537 0.139
N 14.7776 14.7742 15.2242 0.016 -0.815 -0.465
H 11.8375 15.8257 15.0722 0.622 -1.000 -0.900
H 12.4766 14.3956 14.3852 -0.077 -0.760 -0.008
H 12.8910 17.2001 16.7198 0.289 -1.033 -0.541
H 14.7606 17.3280 18.1484 0.393 -0.681 -0.650
H 16.8343 15.7892 17.6560 -0.966 -0.177 -0.245
H 16.5840 14.1269 15.8320 0.774 -0.400 -0.060
C 13.2630 11.0048 12.9324 -2.572 0.036 2.856
C 14.1247 11.0652 12.1091 2.772 0.213 -3.569
C 14.8640 11.1098 10.8901 0.440 0.032 0.299
C 14.2101 10.5640 9.6842 1.276 1.526 -0.913
C 14.5657 10.9229 8.3337 -0.885 -0.929 2.055
C 13.8911 10.3753 7.3040 0.337 -0.600 -2.890
C 12.8530 9.4795 7.4939 -0.293 0.023 -0.213
C 12.3933 9.2281 8.7424 0.086 0.063 1.603
C 13.1094 9.7828 9.8128 -1.430 -1.034 -0.279
C 16.2236 11.6919 10.8771 0.509 -1.586 -1.257
C 17.2070 11.2223 9.9160 -0.755 1.682 0.594
C 18.4064 11.9218 9.8143 -0.606 0.210 0.654
C 18.6910 12.9888 10.6910 0.282 -0.932 -0.055
C 17.8761 13.2435 11.7731 -1.332 -0.649 -1.161
C 16.6230 12.6144 11.8265 -0.542 0.377 1.239
H 15.3070 11.6097 8.1491 1.694 1.434 -0.306
H 14.1843 10.5160 6.2130 -0.186 0.278 1.658
H 12.4025 9.0145 6.6620 -0.503 -0.354 -0.937
H 11.5122 8.6249 8.9791 0.375 0.088 -0.323
H 12.7733 9.5980 10.7918 -0.468 -0.385 1.116
H 16.8869 10.4736 9.2062 0.382 -0.204 0.065
H 19.1657 11.6928 9.0936 0.036 -0.311 -0.453
H 19.6151 13.5229 10.5436 0.148 0.145 0.109
H 18.0981 14.0023 12.4645 0.371 0.796 0.857
H 15.8738 12.8291 12.6292 0.871 0.108 -0.631
```
Positions in Å, forces in eV/Å.

No. 3
C28H46BrN3P2Pt as an isolated structure in a non-equilibrium geometry, computed with ωB97M-V/def2-TZVPD.

Computed properties:
Spin multiplicity = 3
Total charge = +2
Relative energy (zero: lowest compared OMol25 entry of this formula, charge and spin) = 398.0 kJ/mol
Frontier orbital gap (spin up / spin down) = 4.4 / 5.1 eV
<S²> = 2.05

```
81
Properties=species:S:1:pos:R:3:forces:R:3
N -5.2776 3.0625 -3.5038 -0.620 0.299 -0.825
C -5.1700 3.4045 -2.2283 1.040 -0.789 0.210
C -4.1720 2.8325 -1.4197 0.409 -0.347 -0.586
C -3.2258 1.9469 -2.0191 -0.154 -0.888 0.069
C -3.3870 1.6154 -3.3666 -0.536 0.424 -0.533
C -4.4506 2.2003 -4.0845 0.616 -0.115 0.840
C -1.9970 1.4632 -1.2572 0.135 2.723 -0.677
Pt -0.4960 -0.0462 -1.3478 0.824 -1.833 1.012
P 2.0798 -0.2382 -0.5018 1.875 -1.251 0.788
C -0.6744 1.8452 -1.8645 -1.012 3.921 0.670
C 0.2459 2.7537 -1.1275 -1.085 -1.781 -0.565
C 1.5809 2.8465 -1.5775 1.161 0.459 0.673
C 2.5198 3.2912 -0.6818 0.596 -0.924 -0.986
C 2.2886 3.5983 0.7584 -0.827 2.134 -1.644
C 0.8398 3.9468 0.9068 -0.557 0.084 0.195
C -0.1193 3.4417 0.0640 0.282 -0.246 1.278
Br 2.5857 2.1531 1.9718 0.048 -1.094 0.708
H -2.1660 1.5164 -0.1655 0.461 0.108 -0.490
H -0.6152 1.9275 -2.9645 -0.183 0.176 0.448
H -4.1165 3.1271 -0.3822 0.163 -0.122 0.149
H -2.7010 0.9450 -3.8895 -0.147 0.131 0.239
H -5.8729 4.1535 -1.8447 0.276 -0.402 -0.095
H -4.6052 1.9903 -5.1507 0.008 0.051 0.512
H 1.8551 2.4510 -2.5770 -0.110 0.627 0.675
H -1.1679 3.4256 0.4049 0.602 0.468 -0.481
H 3.5384 3.4115 -1.0107 0.002 0.004 -0.176
H 0.5613 4.5578 1.7579 -0.105 -0.221 0.092
P -1.1472 -2.1053 -0.7465 0.608 -0.797 0.640
C 3.5699 0.6574 0.1067 -0.305 0.179 -1.527
C 4.6361 1.2585 -0.7073 1.121 0.097 -0.301
H 4.0799 0.1939 0.9164 -0.612 0.051 0.796
H 3.0591 4.3027 1.1422 -1.020 0.008 -0.408
H 4.9662 2.2312 -0.3419 0.195 -0.105 0.155
H 5.4920 0.5834 -0.5917 0.214 0.175 0.372
H 4.5742 1.3125 -1.7811 -0.881 0.302 -0.422
C 2.7842 -0.8480 -2.0983 -0.134 0.256 -0.434
C 4.0837 -1.6441 -2.0374 0.124 -0.321 -0.232
H 2.9070 0.0160 -2.7635 -0.085 0.047 0.194
H 1.9919 -1.4362 -2.5804 0.063 -0.013 0.150
H 4.4849 -1.7775 -3.0481 -0.166 0.003 0.117
H 4.8794 -1.1726 -1.4608 -0.201 -0.018 -0.021
H 3.9118 -2.6414 -1.6322 0.048 0.025 0.063
C 2.5678 -1.6087 0.7485 -0.631 -0.334 0.251
C 3.9564 -1.8722 1.3987 0.186 0.310 -0.265
H 2.2472 -2.5458 0.2930 -0.226 -0.018 0.028
H 1.9000 -1.3990 1.5914 0.054 -0.170 -0.110
H 3.8846 -2.8136 1.9599 -0.037 0.204 -0.225
H 4.7897 -1.9731 0.6820 -0.404 0.055 0.288
H 4.2203 -1.1004 2.1442 -0.089 -0.391 -0.282
C -0.6294 -2.3786 0.9701 -0.057 -0.901 0.692
C -1.0027 -3.8023 1.4675 -0.162 -0.337 0.252
H -1.1188 -1.6316 1.6171 -0.090 -0.198 -0.589
H 0.4321 -2.1659 1.1294 -0.552 -0.353 -0.546
H -2.0061 -3.7992 1.9335 0.499 -0.003 -0.284
H -1.0270 -4.5419 0.6428 0.099 0.293 0.447
H -0.2990 -4.1863 2.2352 -0.340 0.317 -0.495
C -0.4003 -3.2688 -1.9399 -0.206 -0.538 0.816
C -0.5705 -2.8635 -3.4013 0.003 -0.221 -0.416
H -0.8809 -4.2357 -1.7484 0.290 -0.043 -0.170
H 0.6542 -3.3749 -1.6617 -0.057 0.032 -0.075
H -1.4766 -3.2886 -3.8478 0.116 0.140 0.203
H -0.6086 -1.7798 -3.5629 0.088 -0.025 0.087
H 0.2713 -3.2594 -3.9794 -0.171 0.135 0.004
C -2.9159 -2.4797 -0.8127 -0.088 -0.181 -0.483
C -3.7683 -2.1225 0.3983 -0.378 0.164 0.316
H -2.9859 -3.5582 -1.0299 0.020 0.335 -0.064
H -3.2611 -1.9449 -1.7005 -0.162 -0.159 -0.111
H -4.7154 -1.6881 0.0644 0.182 0.029 0.100
H -4.0384 -3.0220 0.9599 0.184 0.168 -0.028
H -3.2821 -1.4218 1.0852 -0.181 -0.108 -0.152
C -1.9813 1.5226 5.6819 -0.603 0.486 -0.168
N -1.2310 0.5183 4.9575 0.265 -0.239 0.223
C 0.0816 0.1481 5.4627 0.476 -0.448 -0.252
C -1.6482 0.1087 3.7842 -0.386 -0.164 -0.675
N -2.0627 -0.2343 2.7499 0.370 0.442 0.692
H -1.5456 1.6176 6.6637 -0.023 0.044 0.256
H -3.0262 1.2385 5.7823 -0.023 -0.088 0.029
H -1.9439 2.4929 5.1855 0.065 0.076 0.002
H 0.2090 -0.9425 5.5017 -0.133 0.264 0.006
H 0.8932 0.5601 4.8465 -0.146 0.041 0.144
H 0.1645 0.5429 6.4724 0.119 -0.098 -0.083
```
Positions in Å, forces in eV/Å.

For the records above, the corresponding calculated total energy values read -1454.96981 -3851.21008 -4634.00806 Eh.